ORCA calculation (ωB97M-V with the def2-TZVPD basis set) on a structure of composition C52H54Cl4NO7PPbS.

Structure (XYZ):
```
121
C52H54Cl4NO7PPbS (ωB97M-V with the def2-TZVPD basis set)
Pb -0.27 0.25 -0.20
C 1.33 -6.48 -4.76
C 2.01 -5.14 -4.46
C 3.40 -5.43 -3.86
C 2.19 -4.38 -5.78
C 1.21 -4.29 -3.47
C 1.62 -3.04 -3.15
C 0.88 -2.22 -2.24
N 1.12 -0.92 -2.01
C 2.15 -0.16 -2.34
C 3.49 -0.64 -2.53
C 4.51 0.21 -2.74
C 4.20 1.62 -2.81
C 2.97 2.18 -2.62
C 1.85 1.28 -2.37
O 0.68 1.68 -2.22
C 2.74 3.69 -2.61
C 1.76 4.07 -3.72
C 4.04 4.47 -2.83
C 2.18 4.11 -1.24
C 5.95 -0.31 -2.81
C 6.32 -0.95 -1.46
C 6.06 -1.37 -3.92
C 6.96 0.81 -3.11
C -0.34 -2.71 -1.63
O -0.99 -1.99 -0.81
C -0.80 -4.02 -2.02
C -0.02 -4.74 -2.88
C -2.20 -4.50 -1.60
C -2.39 -4.49 -0.08
C -2.48 -5.93 -2.08
C -3.23 -3.57 -2.25
H 1.94 -7.03 -5.48
H 1.23 -7.09 -3.86
H 0.34 -6.34 -5.20
H 4.00 -6.04 -4.55
H 3.94 -4.50 -3.67
H 3.31 -5.97 -2.91
H 2.75 -4.99 -6.49
H 1.22 -4.14 -6.22
H 2.73 -3.44 -5.64
H 2.48 -2.61 -3.64
H 3.68 -1.69 -2.36
H 5.03 2.29 -2.98
H 2.16 3.81 -4.70
H 0.80 3.57 -3.59
H 1.59 5.15 -3.70
H 4.49 4.25 -3.81
H 3.82 5.54 -2.81
H 4.78 4.27 -2.06
H 1.21 3.65 -1.06
H 2.85 3.81 -0.43
H 2.06 5.20 -1.21
H 5.69 -1.81 -1.24
H 7.37 -1.28 -1.47
H 6.20 -0.23 -0.64
H 5.42 -2.23 -3.71
H 5.76 -0.95 -4.88
H 7.09 -1.73 -4.00
H 6.97 1.57 -2.32
H 7.96 0.38 -3.16
H 6.75 1.30 -4.06
H -0.37 -5.72 -3.17
H -1.68 -5.15 0.42
H -2.26 -3.49 0.33
H -3.40 -4.84 0.15
H -1.72 -6.63 -1.71
H -3.45 -6.25 -1.70
H -2.52 -6.01 -3.17
H -3.11 -2.55 -1.89
H -3.14 -3.58 -3.34
H -4.25 -3.90 -1.99
O 1.71 1.33 1.02
S 2.33 0.11 1.58
O 3.76 0.12 1.64
O 1.72 -1.05 0.90
C 1.76 0.00 3.27
C 2.71 0.35 4.24
C 2.40 0.25 5.58
C 1.16 -0.21 5.98
C 0.22 -0.56 5.02
C 0.48 -0.44 3.66
P -0.79 -1.01 2.45
C -0.78 -2.80 2.81
C -1.75 -3.42 3.59
C -1.65 -4.77 3.89
C -0.57 -5.51 3.43
C 0.40 -4.89 2.66
C 0.30 -3.55 2.34
C -2.41 -0.42 3.08
C -2.58 0.63 3.99
C -3.84 1.18 4.20
C -4.95 0.69 3.51
C -4.79 -0.35 2.61
C -3.53 -0.89 2.38
H 3.68 0.66 3.91
H 3.14 0.52 6.32
H 0.92 -0.32 7.03
H -0.74 -0.96 5.34
H -2.59 -2.85 3.97
H -2.42 -5.24 4.50
H -0.49 -6.56 3.67
H 1.25 -5.47 2.29
H 1.06 -3.07 1.73
H -1.72 1.05 4.50
H -3.95 1.99 4.91
H -5.93 1.12 3.68
H -5.64 -0.73 2.06
H -3.41 -1.67 1.64
Cl -6.07 4.92 0.32
C -4.65 4.03 0.66
C -3.72 4.59 1.70
Cl -4.14 6.07 2.41
C -2.60 3.96 2.06
Cl -1.52 4.54 3.24
C -2.25 2.66 1.43
O -1.25 2.06 1.72
C -3.21 2.09 0.36
O -2.94 1.05 -0.17
C -4.42 2.88 0.03
Cl -5.46 2.21 -1.14
```

HOMO-LUMO gap = 4.11 eV
relative energy (zero: lowest compared OMol25 entry of this formula, charge and spin) = 0.0 kcal per mole
HOMO energy = -6.76 eV